1.
Below is a molecular structure, C20H44AlClF3O2P2, with properties calculated with ωB97M-V/def2-TZVPD.

Last column: Mulliken charge in e.
Atoms and positions in Å:
Al 0.394 -0.935 0.375  1.16
Cl 0.364 0.091 -1.758  -0.58
P -0.459 -3.155 -0.266  0.43
C 0.616 -3.759 -1.676  0.57
C -0.163 -4.119 1.316  0.23
C -2.202 -3.063 -0.884  0.55
C 1.948 -2.998 -1.756  -1.17
H -0.011 -3.487 -2.550  0.38
C 0.808 -5.276 -1.663  -1.54
H 1.298 -5.619 -0.739  0.27
H 1.467 -5.524 -2.508  0.47
H -0.140 -5.820 -1.815  0.29
H 1.752 -1.922 -1.921  0.12
H 2.536 -3.385 -2.609  0.47
H 2.525 -3.116 -0.824  0.18
H -2.054 -2.406 -1.765  0.42
C -3.204 -2.370 0.062  -1.49
C -2.691 -4.435 -1.367  -1.33
H -2.155 -4.779 -2.265  0.28
H -3.752 -4.337 -1.647  0.46
H -2.621 -5.206 -0.578  0.24
H -2.775 -1.487 0.562  0.15
H -3.610 -3.070 0.806  0.27
H -4.048 -2.042 -0.564  0.54
C 1.181 -3.700 1.953  -1.12
H -0.104 -5.185 1.030  0.72
C -1.340 -3.884 2.270  -1.38
H 2.035 -3.881 1.276  0.21
H 1.340 -4.237 2.903  0.47
H 1.160 -2.621 2.202  0.02
H -1.493 -2.801 2.432  0.19
H -1.131 -4.346 3.244  0.48
H -2.269 -4.327 1.887  0.24
H 1.934 -1.436 0.510  -0.62
H -0.941 0.109 0.373  -0.56
P 0.555 3.961 -0.455  -0.35
C -0.888 4.070 -1.568  0.47
C 0.270 4.185 1.359  0.74
C 2.128 3.372 -1.132  0.68
C -2.011 3.050 -1.240  -0.99
H -0.480 3.838 -2.578  0.38
C -1.212 5.584 -1.519  -1.34
H -1.575 5.899 -0.520  0.23
H -1.968 5.810 -2.287  0.44
H -0.302 6.172 -1.764  0.33
H -1.632 2.009 -1.334  0.10
H -2.864 3.177 -1.943  0.42
H -2.382 3.174 -0.215  0.10
H 1.884 2.854 -2.078  0.35
C 2.975 2.374 -0.296  -1.21
C 2.762 4.736 -1.486  -1.50
H 2.231 5.193 -2.338  0.33
H 3.803 4.581 -1.782  0.49
H 2.723 5.454 -0.648  0.30
H 2.385 1.749 0.394  -0.02
H 3.771 2.900 0.246  0.34
H 3.450 1.676 -0.995  0.35
C -1.123 3.746 1.868  -1.74
H 0.367 5.303 1.364  0.37
C 1.332 3.505 2.241  -1.45
H -1.966 4.194 1.323  0.36
H -1.245 4.042 2.924  0.51
H -1.207 2.646 1.814  0.34
H 1.219 2.410 2.185  0.10
H 1.188 3.801 3.290  0.50
H 2.345 3.792 1.951  0.30
F -1.174 0.029 5.366  -0.27
C -0.126 -0.102 4.525  0.62
F 0.680 1.000 4.669  -0.23
F 0.578 -1.214 4.921  -0.27
C -0.534 -0.223 2.987  0.53
O -1.711 -0.402 2.688  -0.62
O 0.517 -0.225 2.239  -0.70

Its total charge is -1. For the LUMO energy, the calculation gives 2.6 eV. As for the HOMO energy: -3.01 eV. The calculation puts the energy relative to the best compared isomer or geometry (same formula, charge and spin) at 35.3 kcal/mol. As for the total energy: -71400.5297 eV.



2.
Below is C4H7NO in the gas phase, with properties calculated with ωB97M-V/def2-TZVPD.

Last column: natural (NBO) charge in e.
Atoms and positions in Å:
O 3.144 -0.619 -0.094  -0.54
C 2.295 -0.723 -0.941  0.53
N 0.930 -0.905 -0.744  -0.47
C 0.234 0.121 -0.482  0.19
C -1.315 0.416 1.247  -0.60
C -1.228 0.067 -0.233  -0.47
H 2.575 -0.718 -2.005  0.11
H -0.591 -0.234 1.764  0.22
H 0.719 1.096 -0.329  0.16
H -2.297 0.181 1.643  0.22
H -1.091 1.469 1.466  0.21
H -1.759 0.787 -0.865  0.22
H -1.616 -0.940 -0.429  0.23

Its total charge is 0. As for the SMILES: CC/C=N/C=O. For the LUMO energy, the calculation gives 1.0 eV. As for the HOMO energy: -9.94 eV. The calculation puts the energy relative to the best compared isomer or geometry (same formula, charge and spin) at 31.2 kcal/mol. As for the total energy: -7798.2914 eV.



3.
Below is a molecular structure, C9H19Cl2NO3PRh, with properties calculated with ωB97M-V/def2-TZVPD.

Last column: Mulliken spin population.
Atoms and positions in Å:
C -0.875 -3.617 -3.088  0.03
C -1.060 -2.468 -2.190  0.05
H -1.826 -3.735 -3.632  0.00
H -0.614 -4.641 -2.655  0.00
H -0.050 -3.404 -3.783  0.00
O -2.071 -1.762 -1.922  0.34
Cl 1.273 -3.282 -0.141  0.50
Rh 0.043 -1.574 -0.884  1.27
P -0.148 0.833 -1.513  0.11
C -1.716 1.621 -1.084  0.01
C 1.039 2.163 -1.187  0.02
H 0.822 0.029 -3.558  0.00
H -0.131 1.534 -3.775  0.01
H -0.963 -0.052 -3.605  0.00
C -0.105 0.552 -3.295  0.04
H 2.052 1.803 -1.358  0.00
H 0.821 3.004 -1.844  0.00
H -1.839 2.490 -1.741  0.01
H -1.679 1.959 -0.047  0.00
H 0.965 2.489 -0.151  0.00
H -2.548 0.933 -1.221  0.00
C -1.579 -1.261 0.364  0.13
O -2.647 -1.061 0.766  0.00
Cl 2.384 -0.477 -0.281  0.55
C 1.211 1.939 3.132  0.01
N 0.779 0.578 3.421  0.55
C 1.037 -0.044 4.718  0.00
C 0.212 -0.092 2.395  -0.14
O 0.081 0.466 1.285  0.38
H 1.699 2.349 4.014  0.00
H 0.340 2.559 2.856  0.03
H 1.900 1.928 2.270  0.03
H 0.091 -0.235 5.264  0.04
H 1.540 -1.013 4.557  0.03
H 1.676 0.623 5.309  0.00
H -0.115 -1.133 2.606  -0.01

Its total charge is +2. For the LUMO energy (alpha / beta), the calculation gives -7.4 / -11.5 eV. As for the HOMO energy (alpha / beta): -14.72 / -16.33 eV. As for the spin multiplicity: 5. As for the total energy: -54595.0724 eV.



4.
Below is a molecular structure, C22H24BaCl5N4O4S, with properties calculated with ωB97M-V/def2-TZVPD.

Last column: Mulliken charge in e.
Atoms and positions in Å:
Ba 2.302 -1.401 -0.833  1.63
Cl 3.872 2.148 -2.613  -0.27
C 5.419 1.564 -1.979  0.78
C 6.540 2.326 -2.227  -0.62
C 7.794 1.889 -1.809  -0.30
C 7.876 0.651 -1.159  -0.64
C 6.752 -0.104 -0.918  0.65
Cl 6.949 -1.650 -0.117  -0.26
C 5.389 0.286 -1.272  -1.02
N 4.312 -0.394 -1.005  -0.96
H 6.434 3.266 -2.759  0.31
H 8.681 2.484 -1.988  0.33
H 8.839 0.268 -0.838  0.34
C -5.334 3.278 2.132  -1.15
C -4.271 2.200 2.327  -0.56
S -4.380 0.864 1.148  1.16
O -5.768 0.543 0.924  -0.70
O -3.455 -0.165 1.546  -0.51
C -3.756 1.602 -0.355  -0.58
C -3.720 0.579 -1.489  -1.39
N -2.628 -0.390 -1.359  0.30
C -1.317 -0.070 -1.360  0.73
N -0.545 -1.124 -1.140  -0.11
C -1.380 -2.184 -0.990  -0.75
C -2.666 -1.758 -1.122  0.02
N -3.836 -2.573 -1.101  1.09
O -4.893 -2.090 -1.466  -0.70
O -3.680 -3.735 -0.823  -0.64
C -0.791 1.299 -1.634  -1.56
H -5.459 3.856 3.047  0.38
H -6.292 2.823 1.884  0.33
H -5.062 3.972 1.335  0.28
H -4.373 1.678 3.280  0.44
H -3.250 2.579 2.253  0.38
H -2.772 2.009 -0.122  0.41
H -4.445 2.410 -0.608  0.52
H -3.602 1.103 -2.434  0.42
H -4.653 0.034 -1.528  0.49
H -1.038 -3.186 -0.770  0.72
H -1.511 1.914 -2.174  0.33
H 0.113 1.215 -2.237  0.47
H -0.516 1.804 -0.705  0.08
Cl 1.554 4.965 0.671  -0.21
C 2.087 3.441 -0.081  -0.18
Cl 1.625 2.032 0.880  -0.03
H 3.162 3.446 -0.179  0.24
H 1.621 3.370 -1.052  0.19
Cl 1.918 -1.035 2.109  -0.20
C 0.731 -2.322 1.941  0.58
C -0.572 -2.085 2.354  -0.54
C -1.541 -3.068 2.212  -0.39
C -1.171 -4.288 1.637  -0.52
C 0.118 -4.507 1.199  -1.04
C 1.153 -3.527 1.314  1.36
C 2.448 -3.697 0.752  -2.31
H -0.830 -1.123 2.780  0.42
H -2.562 -2.877 2.522  0.40
H -1.917 -5.067 1.514  0.32
H 0.381 -5.461 0.753  0.31
H 2.633 -4.709 0.390  0.34
H 3.281 -3.311 1.342  0.42

Its total charge is -1. For the LUMO energy, the calculation gives 1.4 eV. As for the HOMO energy: -2.62 eV. The calculation puts the energy relative to the best compared isomer or geometry (same formula, charge and spin) at 5.6 kcal/mol. As for the total energy: -111492.6314 eV.